# 1
{
  "formula": "C4H8P2",
  "method": "the ωB97M-V functional and the def2-TZVPD basis",
  "species": ["C", "C", "C", "C", "P", "P", "H", "H", "H", "H", "H", "H", "H", "H"],
  "coordinates": [[-0.86928, -0.30256, -0.01294], [-0.25002, -1.47482, 0.86209], [1.32274, 1.15277, -0.08148], [0.10710, 0.50894, -0.84518], [-2.15171, 0.85349, 0.74140], [-2.58028, -0.54536, -0.72606], [-1.09738, -2.11960, 0.99301], [0.27616, -1.19701, 1.73401], [0.41510, -1.91690, 0.26502], [0.80541, 1.90182, 0.47529], [1.93213, 1.64133, -0.82743], [1.73789, 0.51170, 0.63520], [0.68489, -0.19969, -1.66467], [-0.33275, 1.18589, -1.54825]],
  "fmax_ha_per_bohr": 0.0996,
  "total_energy_ev": -22852.969,
  "homo_lumo_gap_ev": 7.84,
  "spin_multiplicity": 1
}

# 2
{
  "formula": "C20H17N8NaO4SSe",
  "method": "the ωB97M-V functional and the def2-TZVPD basis",
  "species": ["Na", "C", "C", "N", "N", "C", "N", "S", "C", "C", "C", "C", "C", "N", "H", "H", "H", "H", "H", "H", "H", "H", "H", "H", "O", "C", "O", "C", "C", "C", "C", "C", "N", "C", "O", "O", "H", "H", "H", "H", "Se", "N", "C", "C", "C", "C", "N", "C", "N", "H", "H", "H"],
  "coordinates": [[0.00359, -0.21866, 0.40856], [4.54316, -0.76130, -1.31572], [3.17024, -0.20404, -1.02776], [2.08428, -0.81966, -1.29014], [2.03444, -2.04372, -1.79894], [0.83911, -2.55675, -2.21551], [0.86515, -3.85921, -2.60482], [-0.52025, -1.65004, -2.36598], [2.97931, 1.15321, -0.50304], [4.01002, 1.94704, 0.00286], [3.70990, 3.23207, 0.42268], [2.40665, 3.68795, 0.32973], [1.44817, 2.82029, -0.18491], [1.72610, 1.60213, -0.58754], [4.73864, -1.66749, -0.74251], [4.60829, -1.01641, -2.37447], [5.32074, -0.04034, -1.09328], [2.88050, -2.60989, -1.91490], [1.59021, -4.48929, -2.30348], [-0.03426, -4.25578, -2.81203], [5.02386, 1.58713, 0.08728], [4.49259, 3.86453, 0.81716], [2.14277, 4.68578, 0.64643], [0.42100, 3.12882, -0.31412], [-4.05944, 0.86469, -1.86594], [-3.04857, 1.44770, -1.21206], [-2.13165, 1.98825, -1.76471], [-3.18030, 1.31831, 0.26761], [-4.35480, 1.57231, 0.96335], [-4.34725, 1.41366, 2.34377], [-3.19267, 0.96232, 2.95295], [-2.06521, 0.73219, 2.16245], [-2.05632, 0.92755, 0.85655], [-0.81761, 0.07344, 2.75592], [-1.07236, -0.77662, 3.61710], [0.27838, 0.39038, 2.27232], [-3.89687, 0.88274, -2.82301], [-5.24043, 1.89383, 0.44012], [-5.23496, 1.62539, 2.92450], [-3.12654, 0.78814, 4.01631], [-3.12779, -2.21209, 1.63924], [-2.49169, -3.17717, 2.92954], [-1.17597, -3.24261, 2.77229], [-0.24517, -3.75424, 3.68871], [1.07616, -3.53727, 3.40752], [1.44867, -2.91806, 2.19830], [0.62048, -2.49152, 1.28199], [-0.67791, -2.60118, 1.57921], [-1.61255, -2.04253, 0.82424], [-0.59615, -4.20740, 4.60165], [1.84195, -3.82343, 4.11170], [2.49301, -2.73696, 1.98752]],
  "fmax_ha_per_bohr": 0.0495,
  "total_energy_ev": -121725.597,
  "homo_lumo_gap_ev": 7.53,
  "spin_multiplicity": 1
}

Summary of ΔE to the lowest compared entry with this formula, charge and spin in eV
1.479 1.544
(order as listed above)